P:
Here is 2 unconnected molecules or ions with the total composition C3H12N2 from OMol25. Energies are from ωB97M-V/def2-TZVPD.

As for the frontier orbital gap: 0.361 Ha. The value obtained for the HOMO energy is -0.3311 Eh. The LUMO energy comes out at 0.82 eV. The SMILES is CNC.CN.

```
! RIJCOSX wB97M-V def2-TZVPD def2/J DEFGRID3
* xyz 0 1
C -2.230 0.643 -0.302
N -2.293 -0.600 0.521
C -1.886 -1.801 -0.230
H -1.247 0.941 -0.681
H -2.820 0.627 -1.203
H -2.589 1.546 0.350
H -1.587 -0.486 1.282
H -2.598 -2.107 -1.098
H -1.728 -2.627 0.399
H -0.868 -1.628 -0.688
C 3.626 0.897 0.375
N 2.372 0.870 -0.319
H 4.345 0.404 -0.310
H 3.706 0.251 1.311
H 3.883 1.868 0.657
H 2.319 -0.030 -0.803
H 1.571 0.912 0.317
*
```

***

Q:
Here is 2 unconnected molecules or ions with the total composition C3H12N2 from OMol25. Energies are from ωB97M-V/def2-TZVPD.

As for the frontier orbital gap: 0.367 Ha. The value obtained for the HOMO energy is -0.3292 Eh. The LUMO energy comes out at 1.03 eV. The SMILES is CCN.CN.

```
! RIJCOSX wB97M-V def2-TZVPD def2/J DEFGRID3
* xyz 0 1
C -2.170 -0.789 1.004
C -2.208 -0.081 -0.356
N -1.385 1.133 -0.278
H -3.038 -1.428 1.166
H -1.194 -1.246 1.157
H -2.169 -0.012 1.766
H -1.747 -0.763 -1.064
H -3.233 0.182 -0.565
H -0.427 0.836 -0.415
H -1.642 1.841 -0.950
C 2.655 0.452 0.141
N 2.509 -0.615 -0.857
H 2.920 1.370 -0.386
H 3.284 0.300 1.013
H 1.695 0.736 0.583
H 3.260 -0.454 -1.523
H 2.888 -1.461 -0.438
*
```

***

It is Q that is most stable; the runner-up trails by 12.4 kcal/mol.

***

P:
Here is a gas-phase ion, C2H6N3O (charge +1) from OMol25. Energies are from ωB97M-V/def2-TZVPD.

As for the frontier orbital gap: 0.398 Ha. The value obtained for the HOMO energy is -0.5430 Eh. The LUMO energy comes out at -3.94 eV. The SMILES is N[C@H]1NC=[NH+]O1.

```
! RIJCOSX wB97M-V def2-TZVPD def2/J DEFGRID3
* xyz 1 1
N 0.668 1.138 -1.231
C 0.738 0.505 0.003
N -0.567 0.560 0.653
C -1.108 -0.621 0.785
N -0.271 -1.559 0.416
O 0.937 -0.897 -0.058
H 1.462 1.379 -1.820
H 0.026 0.604 -1.815
H 1.633 0.944 0.837
H -1.249 1.265 0.701
H -2.092 -0.707 1.187
H -0.176 -2.611 0.342
*
```

***

Q:
Here is a molecular structure, C2H6N3O from OMol25. Energies are from ωB97M-V/def2-TZVPD.

As for the frontier orbital gap: 0.395 Ha. The value obtained for the HOMO energy is -0.5478 Eh. The LUMO energy comes out at -4.16 eV.

```
! RIJCOSX wB97M-V def2-TZVPD def2/J DEFGRID3
* xyz 1 1
C -0.009 0.518 -0.759
C 1.159 0.691 0.255
N -0.097 1.272 -1.777
N -0.716 -0.594 -0.312
N -0.426 -1.127 0.943
O 0.594 -0.418 1.568
H 2.321 0.441 0.038
H 1.170 1.699 0.668
H -0.839 1.355 -2.420
H -1.669 -0.557 -0.655
H -1.331 -1.229 1.537
H -0.157 -2.051 0.913
*
```

***

It is P that is most stable; the runner-up trails by 67.4 kcal/mol.

***

P:
Here is 2 unconnected molecules or ions with the total composition C2H8N3 from OMol25. Energies are from ωB97M-V/def2-TZVPD.

As for the frontier orbital gap: 0.340 Ha. The value obtained for the HOMO energy is -0.5377 Eh. The LUMO energy comes out at -5.38 eV.

```
! RIJCOSX wB97M-V def2-TZVPD def2/J DEFGRID3
* xyz 1 1
C -0.239 0.958 -1.403
N -1.417 0.848 -0.887
H 0.298 1.903 -1.331
H 0.140 0.144 -2.016
H -1.621 -0.027 -0.336
H -2.090 1.599 -0.807
N 1.417 -0.157 0.385
C 0.495 -0.767 1.242
N -0.637 -1.174 0.864
H 1.585 -0.702 -0.447
H 2.329 -0.115 0.835
H 0.868 -0.919 2.252
H -1.128 -1.591 1.648
*
```

***

Q:
Here is a gas-phase ion, C2H8N3 (charge +1) from OMol25. Energies are from ωB97M-V/def2-TZVPD.

As for the frontier orbital gap: 0.399 Ha. The value obtained for the HOMO energy is -0.5515 Eh. The LUMO energy comes out at -4.15 eV. The SMILES is C/C(N)=[NH+]/N.

```
! RIJCOSX wB97M-V def2-TZVPD def2/J DEFGRID3
* xyz 1 1
C 1.437 -0.843 -0.005
C 0.223 -0.058 -0.054
N 0.317 1.534 -0.036
N -1.005 -0.488 -0.037
N -2.157 0.265 0.026
H 1.957 -0.844 -0.981
H 1.208 -1.920 0.215
H 2.137 -0.399 0.737
H 1.154 1.738 0.547
H -0.598 1.931 -0.099
H -1.108 -1.513 -0.347
H -2.544 0.192 0.907
H -2.778 0.023 -0.710
*
```

***

It is P that is most stable; the runner-up trails by 3.6 kcal/mol.

***

P:
Here is a single C6H6N2 molecule from OMol25. Energies are from ωB97M-V/def2-TZVPD.

As for the frontier orbital gap (alpha / beta): 0.279 / 0.230 Ha. The value obtained for the HOMO energy (alpha / beta) is -0.3091 / -0.2863 Eh. The LUMO energy (alpha / beta) comes out at -0.81 / -1.54 eV.

```
! RIJCOSX wB97M-V def2-TZVPD def2/J DEFGRID3
* xyz 0 1
C 0.038 0.496 -1.977
C 0.458 1.767 -0.018
C -0.097 -0.716 -1.501
C -0.015 1.688 1.202
C -0.767 -1.194 0.514
C 0.488 -1.318 -0.305
N -0.453 0.627 1.955
N -0.944 -0.337 1.370
H 0.756 2.689 -0.432
H -0.610 -1.376 -2.183
H 0.434 2.494 1.765
H -1.478 -1.701 -0.004
H 0.897 -2.397 -0.521
H 1.293 -0.720 0.136
*
```

***

Q:
Here is a molecular structure, C6H6N2 from OMol25. Energies are from ωB97M-V/def2-TZVPD.

As for the frontier orbital gap: 0.325 Ha. The value obtained for the HOMO energy is -0.3640 Eh. The LUMO energy comes out at -1.07 eV.

```
! RIJCOSX wB97M-V def2-TZVPD def2/J DEFGRID3
* xyz 0 1
C -1.601 0.262 -0.989
C -0.562 -0.403 -0.149
C -1.109 -0.701 1.039
C 0.800 -0.193 -0.098
C 1.632 -0.335 1.117
C 1.123 0.830 -1.180
H -0.906 0.037 -2.274
H -2.818 -0.437 -0.735
H -1.957 1.273 -0.724
H 1.100 -0.775 1.877
H 2.600 -0.913 0.831
H 1.903 0.757 1.217
N -1.571 -0.826 2.208
N 1.365 1.424 -2.142
*
```

***

It is Q that is most stable; the runner-up trails by 103.3 kcal/mol.